# 1
14
Properties=species:S:1:pos:R:3 method="wB97M-V/def2-TZVPD" de_lowest_ev=2.868 e_lumo_ev=1.003 homo_lumo_gap_ha=0.367 multiplicity=1
C 1.948 -1.222 1.051
C 1.196 -0.352 0.068
O 0.087 -1.144 -0.430
C -1.039 -0.619 -0.861
O -0.939 0.709 -0.808
C -2.156 1.390 -1.103
H 1.327 -1.432 1.926
H 2.223 -2.175 0.590
H 2.858 -0.715 1.386
H 0.820 0.560 0.536
H 1.816 -0.070 -0.790
H -2.681 0.897 -1.925
H -1.886 2.413 -1.369
H -2.789 1.397 -0.212

***

# 2
7
Properties=species:S:1:pos:R:3 method="wB97M-V/def2-TZVPD" de_lowest_ev=0.295 e_lumo_ev=-0.762 homo_lumo_gap_ha=0.323 smiles=[O-][N+]#CI.N#CCl multiplicity=1
C 0.461 1.512 0.415
C -1.047 -0.444 -0.234
N 0.729 0.991 1.409
N -0.343 -1.318 -0.578
O 0.638 -1.842 -0.977
Cl -0.207 2.181 -0.861
I -2.923 0.010 0.418

***

# 3
79
Properties=species:S:1:pos:R:3 method="wB97M-V/def2-TZVPD" e_lumo_ev="-6.610 / -5.596" homo_lumo_gap_ha="0.233 / 0.277" total_charge=+2 multiplicity=4
Cr 0.192 -0.234 1.166
C -1.326 -2.971 1.587
C -0.874 -2.427 2.905
C -1.273 -3.044 4.084
C -0.878 -2.524 5.294
C -0.019 -1.430 5.312
C 0.377 -0.868 4.116
N -0.087 -1.339 2.936
Sb 1.958 0.574 4.129
C 1.011 2.046 2.922
C 1.115 3.308 3.469
C 0.567 4.395 2.803
C -0.080 4.151 1.621
C -0.193 2.859 1.102
C -1.015 2.720 -0.133
N 0.378 1.806 1.739
C 2.939 -0.381 2.485
C 4.309 -0.531 2.586
C 4.976 -1.334 1.666
C 4.228 -2.033 0.748
C 2.850 -1.851 0.692
C 2.030 -2.760 -0.167
N 2.233 -0.962 1.486
H -1.132 -4.044 1.538
H -0.818 -2.516 0.731
H -2.393 -2.792 1.449
H -1.902 -3.922 4.033
H -1.208 -2.977 6.220
H 0.349 -1.033 6.248
H 1.625 3.445 4.413
H 0.638 5.396 3.205
H -0.539 4.957 1.067
H -1.051 3.678 -0.647
H -2.034 2.433 0.140
H -0.649 1.963 -0.807
H 4.853 -0.049 3.387
H 6.050 -1.455 1.711
H 4.688 -2.753 0.084
H 2.136 -3.780 0.208
H 2.368 -2.763 -1.199
H 0.970 -2.519 -0.160
N 0.745 0.215 -0.751
S 0.890 -0.460 -2.226
C 2.485 0.079 -2.769
C 3.459 -0.880 -3.006
C 4.732 -0.468 -3.381
C 5.011 0.884 -3.506
C 4.021 1.836 -3.275
C 2.746 1.440 -2.912
C -0.140 0.349 -3.434
C -1.358 0.875 -3.055
C -2.160 1.450 -4.035
C -1.757 1.456 -5.360
C -0.548 0.876 -5.728
C 0.274 0.318 -4.764
H 1.297 1.070 -0.740
H 3.227 -1.933 -2.938
H 5.498 -1.203 -3.586
H 6.002 1.202 -3.800
H 4.241 2.888 -3.400
H 1.961 2.173 -2.768
H -1.712 0.841 -2.036
H -3.101 1.898 -3.749
H -2.388 1.908 -6.114
H -0.241 0.865 -6.765
H 1.223 -0.116 -5.050
C -6.804 -1.439 1.231
C -5.702 -0.722 0.515
C -5.864 -0.166 -0.746
C -4.772 0.466 -1.300
N -3.594 0.573 -0.675
C -3.548 0.005 0.522
S -2.106 0.118 1.578
N -4.523 -0.643 1.145
H -7.741 -1.393 0.681
H -6.944 -1.001 2.218
H -6.530 -2.484 1.374
H -6.804 -0.226 -1.275
H -4.843 0.914 -2.284

***

# 4
17
Properties=species:S:1:pos:R:3 method="wB97M-V/def2-TZVPD" de_lowest_ev=1.361 e_lumo_ev=0.935 homo_lumo_gap_ha=0.391 smiles=C[C@H]1OCC[C@H]1O multiplicity=1
C -0.776 1.667 -1.076
C -0.042 0.925 0.021
O -1.001 0.276 0.874
C -0.547 -1.029 1.196
C 0.945 -1.021 0.876
C 0.897 -0.208 -0.421
O 0.370 -0.976 -1.486
H -1.548 2.303 -0.633
H -1.247 0.957 -1.760
H -0.089 2.302 -1.645
H 0.543 1.639 0.626
H -1.054 -1.790 0.563
H -0.816 -1.261 2.228
H 1.511 -0.469 1.635
H 1.377 -2.018 0.757
H 1.872 0.158 -0.757
H -0.381 -1.479 -1.136